*a*
Entry from the OMol25 dataset: an isolated molecule of C5H11NO2 (ωB97M-V/def2-TZVPD).

Results
* Kohn-Sham gap: 10.16 eV
* lowest unoccupied orbital energy: 0.87 eV
* highest occupied orbital energy: -0.3414 hartree

Cartesian coordinates (Å):
C  0.858  1.371  -0.389
N  -0.305  0.531  -0.037
C  0.152  -0.694  0.669
C  -1.113  -1.268  1.438
O  -1.191  -2.662  1.259
C  0.564  -1.745  -0.326
O  0.200  -1.731  -1.476
C  0.342  2.531  -1.224
H  1.247  1.745  0.568
H  1.731  0.871  -0.828
H  -0.711  0.191  -0.921
H  0.878  -0.341  1.427
H  -2.018  -0.725  1.174
H  -1.080  -1.083  2.519
H  -1.439  -2.949  0.381
H  1.174  -2.570  0.071
H  -0.440  3.094  -0.729
H  1.161  3.260  -1.395
H  -0.008  2.172  -2.184

Atomic partial charges in e from the Mulliken method, atoms 1 to 5:
1. C -0.33
2. N -0.49
3. C 0.21
4. C -0.70
5. O -0.56

---

*b*
Entry from the OMol25 dataset: an isolated molecule of C5H11NO2 (ωB97M-V/def2-TZVPD).

Results
* Kohn-Sham gap: 10.49 eV
* lowest unoccupied orbital energy: 0.86 eV
* highest occupied orbital energy: -0.3537 hartree

Cartesian coordinates (Å):
C  0.917  -0.857  -0.431
N  1.643  -1.160  0.817
C  1.484  -2.378  1.428
O  2.199  -2.761  2.323
C  0.419  0.608  -0.438
C  -1.004  0.810  0.012
C  -1.958  1.295  -1.182
O  -1.106  1.713  1.100
H  1.669  -0.927  -1.213
H  0.046  -1.495  -0.514
H  2.516  -0.678  0.951
H  0.560  -2.973  1.242
H  0.623  1.083  -1.401
H  1.093  1.137  0.252
H  -1.398  -0.131  0.429
H  -2.744  0.554  -1.313
H  -1.344  1.342  -2.082
H  -2.465  2.187  -0.822
H  -1.150  2.631  0.842

Atomic partial charges in e from the Mulliken method, atoms 1 to 5:
1. C -0.72
2. N -0.11
3. C 0.06
4. O -0.55
5. C -0.92

---

*c*
Entry from the OMol25 dataset: a cluster of 2 separate species, C5H11NO2 in total (ωB97M-V/def2-TZVPD).

Results
* Kohn-Sham gap: 8.94 eV
* lowest unoccupied orbital energy: 0.91 eV
* highest occupied orbital energy: -0.2950 hartree

Cartesian coordinates (Å):
C  0.797  1.470  -0.549
C  -0.277  -0.981  1.794
C  0.319  2.314  0.599
N  0.078  -0.919  0.399
C  -0.765  -1.421  -0.558
C  -0.391  -1.819  -1.774
O  -0.116  1.387  -1.516
O  1.887  0.935  -0.622
H  1.100  -0.912  0.166
H  0.176  0.768  -2.209
H  -1.809  -1.445  -0.262
H  -1.318  -0.678  1.918
H  -0.164  -1.988  2.219
H  0.355  -0.295  2.358
H  -0.676  1.995  0.896
H  1.009  2.233  1.433
H  0.261  3.350  0.270
H  -1.114  -2.127  -2.505
H  0.649  -1.865  -2.059

Atomic partial charges in e from the Mulliken method, atoms 1 to 5:
1. C 0.87
2. C -1.05
3. C -1.06
4. N -0.13
5. C 0.14

---

On energetic grounds, *c* is preferred over the next structure by 7.7 kcal/mol.

---

*a*
Entry from the OMol25 dataset: an isolated molecule of C5H11NO2 (ωB97M-V/def2-TZVPD).

Results
* Kohn-Sham gap: 9.86 eV
* lowest unoccupied orbital energy: 0.77 eV
* highest occupied orbital energy: -0.3338 hartree

Cartesian coordinates (Å):
C  0.432  -1.689  0.891
C  0.288  -0.901  -0.528
C  -0.584  0.367  -0.386
C  -1.670  0.684  0.577
C  -0.360  1.349  0.759
H  0.852  -2.713  0.685
H  -0.592  -1.619  1.269
H  1.167  -1.108  1.619
H  -0.062  -1.707  -1.106
H  2.254  -0.322  -0.203
H  1.691  -1.235  -1.688
H  0.587  0.933  -1.867
H  -2.314  1.574  0.369
H  -2.046  -0.303  1.079
H  0.221  1.367  1.810
H  -0.513  2.314  -0.703
N  1.564  -0.381  -1.042
O  -0.588  0.760  -1.781
O  -0.326  2.631  0.249

Atomic partial charges in e from the Mulliken method, atoms 1 to 5:
1. C -1.07
2. C -0.18
3. C 0.25
4. C -0.66
5. C -0.02

---

*b*
Entry from the OMol25 dataset: an isolated molecule of C5H11NO2 (ωB97M-V/def2-TZVPD).

Results
* Kohn-Sham gap: 7.81 eV
* lowest unoccupied orbital energy: 0.72 eV
* highest occupied orbital energy: -0.2605 hartree

Cartesian coordinates (Å):
C  -0.239  0.347  -1.120
C  0.592  1.359  -0.417
C  1.679  -0.817  0.602
N  -1.572  -0.838  0.778
C  0.568  0.196  0.538
C  -0.592  0.043  1.462
O  0.363  -0.440  -2.079
O  -1.526  0.702  -1.489
H  -0.239  -1.149  -2.354
H  -1.565  1.618  -1.806
H  -1.183  -1.748  0.552
H  -2.410  -0.359  0.441
H  1.549  1.537  -0.904
H  0.031  2.252  -0.129
H  2.595  -0.439  0.135
H  1.431  -1.760  0.086
H  1.891  -1.094  1.640
H  -0.287  -0.410  2.410
H  -1.089  1.003  1.655

Atomic partial charges in e from the Mulliken method, atoms 1 to 5:
1. C 0.67
2. C -1.12
3. C -1.44
4. N -0.58
5. C 0.93

---

On energetic grounds, *b* is preferred over the next structure by 30.7 kcal/mol.

---

*a*
Entry from the OMol25 dataset: an isolated molecule of C21H26FN3O2 (ωB97M-V/def2-TZVPD).

Results
* Kohn-Sham gap: 9.33 eV
* lowest unoccupied orbital energy: 0.50 eV
* highest occupied orbital energy: -0.3244 hartree

Cartesian coordinates (Å):
C  1.855  -1.680  0.188
H  2.817  -1.543  0.680
H  1.554  -0.719  -0.222
H  1.997  -2.392  -0.623
C  0.825  -2.204  1.194
C  1.412  -3.423  1.909
H  2.313  -3.149  2.455
H  1.671  -4.198  1.191
H  0.698  -3.838  2.617
C  -0.488  -2.630  0.508
H  -0.283  -3.437  -0.199
H  -1.149  -3.030  1.279
C  -1.246  -1.515  -0.226
C  -1.102  -0.222  0.509
C  -0.258  -0.024  1.581
N  -0.410  1.274  1.957
N  -1.309  1.901  1.181
C  -1.724  1.021  0.299
H  -2.450  1.285  -0.443
C  0.191  1.988  3.002
C  -0.605  2.853  3.745
C  -0.022  3.578  4.765
C  1.323  3.470  5.071
C  2.106  2.622  4.307
C  1.552  1.888  3.273
H  2.184  1.267  2.659
H  3.162  2.540  4.513
H  1.740  4.049  5.879
F  -0.791  4.410  5.492
H  -1.652  2.960  3.513
C  0.531  -1.103  2.231
H  1.464  -0.737  2.658
H  -0.058  -1.525  3.053
N  -0.793  -1.377  -1.603
C  -1.637  -1.042  -2.600
O  -2.838  -0.964  -2.436
C  -1.007  -0.831  -3.983
C  0.476  -0.449  -4.005
H  1.108  -1.176  -3.491
C  0.665  0.951  -3.411
H  1.710  1.264  -3.480
O  -0.072  1.910  -4.126
C  -1.456  1.629  -4.091
C  -1.788  0.272  -4.711
H  -2.857  0.086  -4.618
H  -1.515  0.279  -5.768
H  -1.934  2.438  -4.647
H  -1.813  1.652  -3.050
H  0.358  0.962  -2.352
H  0.801  -0.418  -5.048
H  -1.147  -1.780  -4.517
H  0.200  -1.369  -1.754
H  -2.310  -1.773  -0.305

Atomic partial charges in e from the Mulliken method, atoms 1 to 5:
1. C -2.09
2. H 0.51
3. H 0.40
4. H 0.36
5. C 2.41

---

*b*
Entry from the OMol25 dataset: an isolated molecule of C21H26FN3O2 (ωB97M-V/def2-TZVPD).

Results
* Kohn-Sham gap: 8.17 eV
* lowest unoccupied orbital energy: 0.74 eV
* highest occupied orbital energy: -0.2733 hartree

Cartesian coordinates (Å):
C  -0.988  4.988  -2.011
C  -0.091  5.456  -0.926
C  0.788  4.763  -0.131
C  1.372  5.734  0.738
C  0.796  6.918  0.414
O  -0.098  6.757  -0.580
H  0.929  7.910  0.798
H  2.136  5.566  1.469
C  1.125  3.330  -0.276
O  1.301  2.831  -1.377
N  1.287  2.617  0.869
C  0.718  2.958  2.150
H  0.436  4.009  2.168
C  -0.511  2.085  2.417
C  -0.164  0.600  2.315
H  -1.069  0.015  2.481
C  0.434  0.304  0.938
N  0.889  -1.070  0.746
C  0.234  -2.135  1.481
H  0.891  -3.010  1.412
C  -1.142  -2.524  0.910
N  -1.000  -2.928  -0.476
C  -0.788  -4.253  -0.805
C  -1.593  -5.276  -0.279
C  -1.448  -6.602  -0.622
C  -0.487  -6.973  -1.547
C  0.308  -5.992  -2.110
C  0.166  -4.667  -1.746
H  0.821  -3.939  -2.197
H  1.061  -6.258  -2.837
H  -0.371  -8.008  -1.825
H  -2.107  -7.327  -0.171
F  -2.591  -4.978  0.600
C  -0.381  -1.866  -1.241
C  0.980  -1.450  -0.656
H  1.679  -2.291  -0.716
H  1.387  -0.622  -1.236
H  -1.064  -1.009  -1.203
H  -0.284  -2.163  -2.285
H  -1.822  -1.666  0.943
H  -1.569  -3.322  1.510
H  0.148  -1.867  2.533
C  1.659  1.225  0.765
H  2.118  1.081  -0.213
H  2.393  0.989  1.541
H  -0.310  0.594  0.176
H  0.564  0.342  3.088
H  -0.905  2.307  3.409
H  -1.282  2.329  1.682
H  1.473  2.780  2.925
H  -2.012  4.883  -1.652
H  -0.987  5.706  -2.828
H  -0.632  4.026  -2.371

Atomic partial charges in e from the Mulliken method, atoms 1 to 5:
1. C -1.35
2. C -0.15
3. C 0.92
4. C -0.59
5. C -0.51

---

On energetic grounds, *a* is preferred over the next structure by 23.6 kcal/mol.

---

*a*
Entry from the OMol25 dataset: a structure of composition C6H12O (ωB97M-V/def2-TZVPD).

Results
* Kohn-Sham gap: 9.41 eV
* lowest unoccupied orbital energy: 0.19 eV
* highest occupied orbital energy: -0.3389 hartree

Cartesian coordinates (Å):
C  -1.943  -1.200  0.662
C  -1.339  -0.637  -0.620
C  -0.134  0.258  -0.306
C  1.168  -0.411  -0.060
C  2.082  0.453  0.747
C  -0.080  1.549  -1.016
O  0.911  2.245  -1.131
H  -2.803  -1.843  0.454
H  -1.201  -1.789  1.214
H  -2.262  -0.376  1.308
H  -1.078  -1.480  -1.289
H  -2.103  -0.070  -1.170
H  0.016  0.985  1.191
H  1.777  -0.497  -0.971
H  1.023  -1.414  0.363
H  2.953  -0.112  1.131
H  1.110  1.027  1.605
H  2.380  1.349  0.201
H  -1.061  1.900  -1.402

Atomic partial charges in e from the Mulliken method, atoms 1 to 5:
1. C -1.17
2. C -0.60
3. C 0.41
4. C -0.50
5. C -0.73

---

*b*
Entry from the OMol25 dataset: an isolated molecule of C6H12O (ωB97M-V/def2-TZVPD).

Results
* Kohn-Sham gap (spin up / spin down): 7.37 / 9.01 eV
* lowest unoccupied orbital energy (spin up / spin down): 0.15 / 0.77 eV
* highest occupied orbital energy (spin up / spin down): -0.2652 / -0.3027 hartree

Cartesian coordinates (Å):
C  1.950  -0.857  -0.406
C  0.643  -0.139  -0.108
O  0.715  0.231  1.313
C  0.408  1.117  -0.854
C  -1.350  0.984  0.985
C  -1.808  -0.149  0.143
C  -0.583  -1.047  -0.160
H  2.797  -0.164  -0.330
H  1.932  -1.268  -1.416
H  2.105  -1.671  0.305
H  1.007  1.155  1.276
H  1.312  1.715  -1.039
H  -0.212  1.102  -1.752
H  -1.377  0.820  2.066
H  -1.519  1.992  0.678
H  -2.219  0.257  -0.781
H  -2.602  -0.722  0.638
H  -0.680  -1.556  -1.125
H  -0.479  -1.809  0.619

Atomic partial charges in e from the Mulliken method, atoms 1 to 5:
1. C -1.74
2. C 1.22
3. O -0.60
4. C -1.11
5. C -0.50

---

On energetic grounds, *a* is preferred over the next structure by 11.8 kcal/mol.